{
  "formula": "C4H10N2O",
  "method": "the ωB97M-V functional and the def2-TZVPD basis",
  "elements": ["C", "C", "N", "C", "O", "C", "N", "H", "H", "H", "H", "H", "H", "H", "H", "H", "H"],
  "coordinates": [[0.489867, -2.682212, 1.489104], [1.156077, -1.322220, 0.958593], [0.268918, -0.794305, 0.035200], [-0.039001, 0.546321, -0.114815], [0.122177, 1.383270, 0.777848], [-0.861902, 0.919418, -1.503300], [-0.944572, 2.366996, -1.664387], [-0.595729, -2.552869, 1.728690], [0.519481, -3.406623, 0.636958], [0.887474, -3.237024, 2.433880], [2.070333, -1.500335, 0.352824], [1.427599, -0.807241, 1.971995], [-0.329846, -1.570574, -0.367536], [-0.334259, 0.559496, -2.363894], [-1.697814, 0.286971, -1.581596], [-0.751276, 2.856655, -0.733506], [-1.914049, 2.528697, -1.873780]],
  "forces_ev_per_angstrom": [[0.20, -1.05, 0.10], [1.74, -2.31, 3.84], [-2.67, 0.81, -1.64], [-2.12, 0.38, -0.16], [0.45, -1.11, -1.85], [3.46, 0.25, 1.77], [-0.49, 0.28, 1.78], [0.83, 0.39, -0.27], [-0.02, 0.25, 0.72], [-0.07, 1.34, -1.80], [0.04, -0.35, 1.16], [-0.73, 0.14, -2.39], [0.92, 2.03, 0.03], [1.15, -0.42, -0.28], [-2.02, -0.20, 0.63], [-0.35, -1.14, -1.52], [-0.33, 0.72, -0.10]],
  "total_charge": 0,
  "smiles": "CCNC(=O)CN",
  "lumo_energy_ev": 0.79,
  "gap_ev": 10.20,
  "e_tot_ev": -9336.6306
}

{
  "formula": "C26H38BrClMnN2O2SeSi",
  "method": "the ωB97M-V functional and the def2-TZVPD basis",
  "elements": ["Mn", "Cl", "C", "C", "C", "C", "O", "C", "C", "O", "C", "H", "H", "H", "H", "C", "C", "C", "C", "Si", "Br", "C", "C", "C", "C", "C", "C", "C", "C", "H", "H", "H", "H", "H", "H", "H", "H", "H", "H", "H", "H", "H", "H", "H", "H", "H", "H", "H", "H", "H", "H", "H", "H", "H", "H", "H", "Se", "C", "N", "N", "C", "C", "C", "C", "C", "C", "H", "H", "H", "H", "H", "H", "H"],
  "coordinates": [[0.333946, 0.999584, -2.080453], [-5.232248, 4.304206, 1.121681], [-4.103945, 3.429866, 0.140782], [-4.582617, 2.417556, -0.693385], [-3.694517, 1.711552, -1.480274], [-2.328707, 2.021631, -1.497851], [-1.499356, 1.361455, -2.242694], [-1.841236, 3.072990, -0.626616], [-0.471120, 3.383212, -0.574165], [0.461316, 2.893198, -1.307476], [-2.772436, 3.752760, 0.191386], [-5.637954, 2.193853, -0.716244], [-4.053393, 0.925458, -2.126326], [-0.149301, 4.093491, 0.197987], [-2.416928, 4.549750, 0.825274], [0.413065, -0.278142, 4.509824], [-0.144701, -0.157347, 3.086656], [0.001722, 1.299438, 2.627727], [-1.646487, -0.460825, 3.118624], [0.770830, -1.414864, 1.900203], [0.027965, -0.732843, -0.357711], [0.087490, -3.252948, 1.892894], [0.946409, -4.138812, 0.984717], [-1.345399, -3.356047, 1.360001], [0.109793, -3.828418, 3.310614], [2.723503, -1.267285, 1.886907], [3.324635, -1.721437, 0.552795], [3.179966, 0.182734, 2.095494], [3.309801, -2.127596, 3.013285], [-0.127129, 0.392296, 5.173499], [1.463375, -0.007115, 4.550230], [0.308837, -1.288962, 4.892228], [-0.586639, 1.937599, 3.284888], [-0.376755, 1.438964, 1.617838], [1.027805, 1.646995, 2.667124], [-2.165506, 0.317801, 3.674129], [-1.849026, -1.408787, 3.606647], [-2.052544, -0.479280, 2.111388], [1.003297, -3.713577, -0.012291], [0.489461, -5.122313, 0.900644], [1.948470, -4.276660, 1.375994], [-1.420603, -2.928005, 0.366980], [-2.061420, -2.863984, 2.005059], [-1.620727, -4.406011, 1.291155], [1.112839, -3.841156, 3.723644], [-0.262868, -4.849982, 3.295521], [-0.526687, -3.252805, 3.974956], [2.965509, -1.098192, -0.262295], [3.096749, -2.755018, 0.322550], [4.408075, -1.618828, 0.589216], [2.746100, 0.836335, 1.341711], [4.263200, 0.238607, 1.995502], [2.921874, 0.549169, 3.084865], [3.101448, -3.180490, 2.852167], [2.906175, -1.842043, 3.980849], [4.390083, -2.003985, 3.047345], [4.907259, -0.096308, -2.578862], [3.269457, 0.418361, -2.498197], [2.134866, 0.746240, -2.451195], [-0.108044, -0.192010, -4.150463], [-0.441900, 0.904579, -4.989614], [-1.767316, 1.308366, -5.121404], [-2.076793, 2.445822, -5.842793], [-1.074019, 3.167910, -6.465127], [0.241486, 2.746331, -6.368842], [0.563793, 1.620791, -5.634109], [0.718332, -0.696360, -4.466337], [-0.894968, -0.823627, -4.011052], [-2.544240, 0.742170, -4.628614], [-3.103078, 2.772180, -5.916384], [-1.315351, 4.058064, -7.027778], [1.024097, 3.300355, -6.867228], [1.592936, 1.300397, -5.547202]],
  "forces_ev_per_angstrom": [[-0.30, 0.33, -0.73], [-0.20, 0.14, 0.18], [0.28, 0.37, 0.24], [0.71, -0.35, -0.38], [-0.92, 0.25, 0.15], [1.56, 0.21, 0.13], [-2.68, 0.36, 0.13], [-1.41, -0.88, -0.53], [2.49, -0.62, -1.16], [-1.87, 1.66, 2.02], [0.14, -0.20, -0.30], [-0.08, -0.03, 0.03], [0.04, -0.11, -0.07], [-0.07, 0.16, -0.07], [-0.05, 0.11, 0.19], [0.16, -0.20, -0.30], [0.05, -0.15, -0.33], [0.15, -0.18, -0.16], [0.26, -0.13, -0.13], [0.04, 0.09, -0.43], [0.04, -1.24, 2.02], [0.08, 0.30, -0.05], [0.04, 0.29, 0.09], [0.14, 0.27, 0.01], [0.09, 0.32, -0.04], [-0.30, 0.05, -0.13], [-0.32, 0.05, 0.00], [-0.32, -0.12, -0.01], [-0.40, 0.02, -0.07], [-0.15, 0.13, 0.11], [0.17, 0.05, 0.08], [-0.01, -0.18, 0.17], [-0.11, 0.07, 0.16], [-0.03, 0.03, -0.14], [0.14, 0.06, -0.05], [-0.05, 0.13, 0.12], [-0.12, -0.17, 0.03], [-0.20, -0.03, -0.14], [0.11, -0.02, -0.24], [-0.12, -0.17, 0.04], [0.19, -0.01, -0.02], [-0.13, 0.02, -0.16], [-0.19, 0.10, 0.08], [-0.03, -0.20, 0.05], [0.18, -0.05, 0.16], [-0.06, -0.20, -0.02], [-0.14, 0.04, 0.21], [0.05, -0.01, -0.12], [-0.02, -0.17, -0.09], [0.12, 0.04, 0.03], [0.00, 0.17, -0.07], [0.12, -0.05, -0.03], [-0.04, 0.15, 0.11], [0.03, -0.20, 0.04], [0.00, -0.01, 0.26], [0.17, 0.07, -0.03], [1.42, -0.40, -0.09], [-2.05, 0.60, 0.01], [3.49, -0.56, -0.53], [-0.17, -0.25, -0.07], [-0.02, -0.01, -0.31], [0.10, -0.08, 0.06], [0.02, -0.08, 0.00], [0.04, 0.22, -0.14], [-0.03, 0.08, -0.06], [-0.05, -0.18, 0.19], [-0.24, 0.12, 0.16], [0.29, 0.14, -0.09], [-0.06, -0.01, 0.05], [-0.11, 0.00, -0.02], [-0.02, 0.04, -0.04], [0.05, 0.02, -0.01], [0.09, -0.02, 0.05]],
  "total_charge": 0,
  "s2": 8.76,
  "lumo_energy_ev": [-0.52, -0.61],
  "gap_ev": [6.90, 7.12],
  "multiplicity": 6,
  "e_tot_ev": -221766.7104
}

{
  "formula": "C15H23F6N5SbSc",
  "method": "the ωB97M-V functional and the def2-TZVPD basis",
  "elements": ["Sc", "C", "C", "N", "C", "C", "N", "C", "C", "N", "C", "C", "N", "C", "C", "C", "C", "C", "C", "C", "N", "H", "H", "H", "H", "H", "H", "H", "H", "H", "H", "H", "H", "H", "H", "H", "H", "H", "H", "H", "H", "H", "H", "H", "F", "Sb", "F", "F", "F", "F", "F"],
  "coordinates": [[0.305800, 0.043500, 0.852600], [0.361400, -4.226700, -0.724300], [0.099400, -2.857600, -0.226300], [0.992800, -1.940700, -0.060200], [2.390500, -2.119300, -0.381900], [3.269000, -1.233900, 0.520300], [2.612300, 0.048800, 0.868700], [3.086600, 1.263000, 0.184700], [2.306700, 1.526200, -1.119200], [0.859300, 1.622800, -0.879600], [0.357100, 2.938700, -0.452200], [-1.102200, 2.823900, 0.055500], [-1.475800, 1.445700, 0.117700], [-2.664100, 0.945200, 0.102600], [-3.910400, 1.730500, -0.023900], [-2.687800, -0.542000, 0.170600], [-3.822800, -1.351000, 0.248600], [-3.664400, -2.732000, 0.234700], [-2.399700, -3.287600, 0.104600], [-1.300200, -2.427700, 0.037500], [-1.461500, -1.098000, 0.109400], [1.236900, -4.266600, -1.367500], [-0.485800, -4.621300, -1.279000], [0.533800, -4.909000, 0.112800], [2.543300, -1.864900, -1.440200], [2.701500, -3.163400, -0.252900], [4.234100, -1.067500, 0.026000], [3.459400, -1.783000, 1.452000], [2.793000, 0.192700, 1.867700], [4.153800, 1.186100, -0.062000], [2.967000, 2.108000, 0.872100], [2.479700, 0.707400, -1.823200], [2.697400, 2.451800, -1.564000], [0.368300, 1.378400, -1.741500], [0.397500, 3.653400, -1.291200], [1.003200, 3.339300, 0.337200], [-1.784000, 3.389300, -0.602400], [-1.188400, 3.289000, 1.053500], [-4.036900, 2.357400, 0.864400], [-4.787100, 1.099700, -0.135500], [-3.874400, 2.406500, -0.881000], [-4.810300, -0.928400, 0.360500], [-4.529000, -3.376000, 0.307000], [-2.272200, -4.358500, 0.060400], [0.608100, -1.037800, 2.518900], [0.029800, 0.446300, 3.967000], [-0.557500, 2.152700, 4.489200], [1.936700, 0.492400, 4.197000], [-0.788200, -0.896700, 4.980400], [0.677400, 1.493400, 2.114400], [-1.466100, 0.314300, 2.612400]],
  "forces_ev_per_angstrom": [[0.32, 0.58, -1.87], [-0.05, -0.38, 0.00], [0.80, 0.12, -0.11], [-1.11, 0.08, -0.22], [0.62, -0.37, 0.21], [-0.03, -0.30, -0.07], [-0.20, -0.08, 0.62], [0.06, 0.43, -0.76], [0.83, 0.36, 0.27], [-0.32, -0.95, 0.35], [0.23, 0.55, -0.01], [-0.29, 0.44, -0.62], [0.66, -0.72, 0.73], [-0.78, -0.15, -0.27], [-0.27, 0.08, 0.12], [1.77, 1.12, -0.10], [-0.96, -0.92, 0.20], [-0.14, -0.10, -0.03], [-1.18, -0.46, 0.06], [0.86, 1.93, -0.20], [-0.15, -1.06, 0.03], [-0.04, 0.02, -0.02], [-0.02, -0.02, -0.12], [0.05, -0.03, 0.09], [-0.20, 0.01, 0.07], [0.01, 0.21, -0.12], [-0.16, -0.03, 0.16], [-0.03, 0.23, -0.22], [-0.04, -0.03, -0.34], [-0.18, 0.07, 0.10], [0.03, -0.16, -0.11], [-0.03, 0.12, 0.00], [-0.04, -0.24, -0.07], [0.19, 0.02, 0.10], [-0.02, -0.20, 0.30], [-0.12, -0.18, -0.17], [0.05, -0.12, 0.24], [-0.12, -0.23, -0.10], [-0.04, -0.01, 0.00], [-0.06, 0.12, 0.00], [0.08, -0.02, -0.03], [-0.07, 0.06, -0.08], [-0.08, -0.03, 0.02], [0.01, -0.13, 0.03], [-0.33, 0.46, 1.56], [0.31, 0.12, -2.20], [0.55, -1.55, -0.03], [-2.23, -0.09, 0.31], [0.88, 1.17, -0.40], [-0.27, 0.18, 1.60], [1.24, 0.07, 1.11]],
  "total_charge": 3,
  "s2": 0.80,
  "lumo_energy_ev": [-11.43, -15.03],
  "gap_ev": [8.24, 4.64],
  "multiplicity": 2,
  "e_tot_ev": -66899.8919
}

{
  "formula": "C5H8O",
  "method": "the ωB97M-V functional and the def2-TZVPD basis",
  "elements": ["C", "C", "C", "O", "C", "C", "H", "H", "H", "H", "H", "H", "H", "H"],
  "coordinates": [[-0.473010, -1.489155, 0.105917], [-0.476041, -0.038335, -0.265274], [-1.001729, 1.007504, 0.639656], [-0.712409, 2.241264, 0.354435], [1.420462, 0.894171, -0.343041], [2.340443, 0.169489, -0.666849], [-0.525201, -1.623605, 1.190094], [0.451283, -1.942721, -0.256007], [-1.301396, -2.027914, -0.368829], [-0.585222, 0.199902, -1.322581], [-2.030166, 0.634132, 0.238493], [-0.982830, 0.673271, 1.699899], [0.731990, 1.775810, -0.053045], [3.143821, -0.473808, -0.952865]],
  "forces_ev_per_angstrom": [[0.04, 0.02, 0.07], [-0.33, -0.05, -0.02], [0.22, -0.35, 0.03], [0.04, 0.03, 0.00], [0.57, -0.40, -0.17], [-0.39, 0.31, 0.14], [0.01, 0.04, -0.16], [-0.13, 0.02, 0.03], [0.12, 0.15, 0.04], [0.11, -0.01, 0.12], [-0.03, 0.00, 0.02], [0.00, 0.11, -0.16], [-0.15, 0.05, 0.00], [-0.09, 0.08, 0.04]],
  "total_charge": 0,
  "lumo_energy_ev": -0.61,
  "gap_ev": 8.35,
  "e_tot_ev": -7356.3656
}

| no. | M (g/mol) |
| --- | --- |
| 1 | 102.1 |
| 2 | 687.9 |
| 3 | 554.1 |
| 4 | 84.1 |